ORCA calculation (ωB97M-V with the def2-TZVPD basis set) on 2 unconnected molecules or ions with the total composition CH3NOS.

```
7
CH3NOS, DFT ωB97M-V with the def2-TZVPD basis set
O -2.05 -1.47 -0.06
C -2.14 -0.30 -0.06
S -2.37 1.21 -0.04
N 1.59 0.23 0.29
H 0.77 -0.13 -0.19
H 2.33 -0.51 0.36
H 1.88 0.96 -0.30
```

Max |F|   0.078 Eh/bohr
SMILES   O=C=S.N
Gap between HOMO and LUMO   10.78 eV
Relative energy (zero: lowest compared OMol25 entry of this formula, charge and spin)   0.048 eV

Charge distribution, natural (NBO) scheme, values in e:
1. O -0.4648
2. C 0.3990
3. S 0.0656
4. N -1.0699
5. H 0.3508
6. H 0.3653
7. H 0.3540

ORCA calculation (ωB97M-V with the def2-TZVPD basis set) on 6 unconnected molecules or ions with the total composition C26H46N2O19P2S.

```
96
C26H46N2O19P2S, DFT ωB97M-V with the def2-TZVPD basis set
C 1.62 2.41 1.06
C 0.34 1.83 0.50
O -0.36 0.95 1.39
C -1.09 1.45 2.43
C -2.00 2.63 2.12
C -3.37 2.29 1.50
N -4.49 2.27 2.42
O -0.19 1.88 3.53
S 0.52 0.62 4.14
O 0.49 0.80 5.56
O 1.76 0.29 3.53
O -0.54 -0.46 3.63
C -1.75 0.22 3.14
P -2.91 0.48 4.75
N -2.54 2.08 5.21
O -2.06 -0.45 5.77
P -2.58 -1.03 2.04
O -2.37 -0.89 0.60
O -4.12 -0.96 2.41
O -2.09 -2.42 2.66
H 2.28 1.62 1.43
H 1.46 3.17 1.82
H 2.13 2.89 0.22
H -0.31 2.62 0.12
H 0.59 1.21 -0.35
H -1.48 3.34 1.48
H -2.16 3.14 3.07
H -3.56 3.06 0.75
H -3.34 1.35 0.94
H -4.75 1.34 2.73
H -4.36 2.87 3.22
H -1.94 2.16 6.02
H -3.43 2.54 5.42
H -1.42 0.02 6.33
H -4.35 -1.39 3.25
H -1.60 -2.91 1.99
O -0.25 3.42 -3.36
C 0.37 2.44 -3.64
C 0.34 1.64 -4.94
C 1.00 0.32 -4.54
C 1.94 0.77 -3.42
O 1.26 1.88 -2.79
H 0.91 2.19 -5.68
H -0.69 1.53 -5.28
H 1.53 -0.17 -5.35
H 0.25 -0.36 -4.15
H 2.90 1.12 -3.80
H 2.11 0.00 -2.68
O -5.21 2.98 6.21
C -5.60 3.96 6.79
C -4.99 5.34 6.82
C -5.70 6.00 8.01
C -7.04 5.27 8.00
O -6.74 3.95 7.50
H -5.21 5.84 5.88
H -3.91 5.27 6.94
H -5.80 7.08 7.93
H -5.16 5.77 8.93
H -7.76 5.73 7.33
H -7.49 5.16 8.99
O 4.67 -0.80 -5.33
C 4.15 -1.86 -5.13
C 4.03 -3.05 -6.06
C 2.94 -3.88 -5.40
C 3.10 -3.52 -3.93
O 3.57 -2.16 -3.94
H 5.00 -3.56 -6.08
H 3.78 -2.72 -7.07
H 3.03 -4.95 -5.59
H 1.97 -3.56 -5.77
H 3.85 -4.13 -3.43
H 2.17 -3.56 -3.37
O 8.31 -0.81 1.34
C 7.15 -0.70 1.59
C 6.50 -0.22 2.87
C 5.05 -0.69 2.72
C 4.88 -0.69 1.21
O 6.19 -1.00 0.68
H 6.58 0.87 2.90
H 7.01 -0.64 3.73
H 4.32 -0.07 3.23
H 4.96 -1.71 3.10
H 4.58 0.29 0.83
H 4.18 -1.43 0.85
O 1.27 -3.81 -8.62
C 0.72 -4.85 -8.40
C 0.59 -6.04 -9.34
C -0.51 -6.87 -8.68
C -0.35 -6.50 -7.21
O 0.12 -5.14 -7.22
H 1.55 -6.56 -9.35
H 0.36 -5.71 -10.34
H -0.43 -7.94 -8.86
H -1.48 -6.54 -9.04
H 0.40 -7.12 -6.71
H -1.28 -6.53 -6.65
```

Max |F|   0.017 Eh/bohr
SMILES   CCO[C@]1(CCN)OS(=O)(=O)O[C@]1(P(N)O)P(=O)(O)O.O=C1CCCO1.O=C1CCCO1.O=C1CCCO1.O=C1CCCO1.O=C1CCCO1
Gap between HOMO and LUMO   9.06 eV
Relative energy (zero: lowest compared OMol25 entry of this formula, charge and spin)   0.000 eV

Charge distribution, Löwdin scheme, values in e:
1. C -0.0497
2. C -0.1937
3. O -0.0547
4. C -0.4827
5. C -0.0810
6. C -0.2364
7. N 0.0183
8. O -0.1461
9. S 0.5892
10. O -0.2399
11. O -0.2155
12. O -0.2341
13. C -0.3831
14. P 0.9154
15. N -0.1384
16. O -0.2832
17. P 0.4444
18. O -0.2356
19. O -0.1529
20. O -0.0985
21. H 0.0589
22. H 0.0790
23. H 0.0836
24. H 0.1169
25. H 0.1161
26. H 0.1130
27. H 0.1032
28. H 0.1091
29. H 0.0969
30. H 0.0262
31. H 0.0478
32. H 0.0566
33. H -0.0122
34. H 0.0450
35. H 0.0735
36. H 0.1031
37. O 0.1166
38. C -0.4882
39. C -0.0691
40. C -0.1477
41. C -0.1483
42. O 0.0034
43. H 0.1326
44. H 0.1242
45. H 0.1096
46. H 0.1204
47. H 0.1274
48. H 0.1188
49. O 0.0919
50. C -0.4729
51. C -0.0703
52. C -0.1476
53. C -0.1438
54. O 0.0398
55. H 0.1348
56. H 0.1253
57. H 0.1167
58. H 0.1191
59. H 0.1284
60. H 0.1259
61. O 0.1222
62. C -0.4883
63. C -0.0655
64. C -0.1547
65. C -0.1487
66. O 0.0059
67. H 0.1324
68. H 0.1238
69. H 0.1156
70. H 0.1060
71. H 0.1261
72. H 0.1240
73. O 0.1189
74. C -0.4908
75. C -0.0740
76. C -0.1493
77. C -0.1537
78. O 0.0211
79. H 0.1306
80. H 0.1230
81. H 0.0968
82. H 0.1202
83. H 0.1208
84. H 0.1239
85. O 0.1209
86. C -0.4897
87. C -0.0733
88. C -0.1510
89. C -0.1516
90. O 0.0105
91. H 0.1320
92. H 0.1259
93. H 0.1154
94. H 0.1185
95. H 0.1256
96. H 0.1248

ORCA calculation (ωB97M-V with the def2-TZVPD basis set) on C2H2N4O in the gas phase.

```
9
C2H2N4O, DFT ωB97M-V with the def2-TZVPD basis set
C 0.76 -0.82 -0.04
C -1.24 0.30 -0.03
N 1.40 0.26 -0.12
N 0.83 1.46 0.16
N -0.60 1.33 0.13
N 0.09 -1.80 0.02
O -2.23 -0.32 -0.04
H 1.11 2.19 -0.69
H -0.10 -2.60 0.61
```

Max |F|   0.107 Eh/bohr
Expectation value of S²   2.0162
Spin multiplicity   3
Gap between HOMO and LUMO (spin up / spin down)   6.78 / 7.08 eV
Relative energy (zero: lowest compared OMol25 entry of this formula, charge and spin)   1.752 eV

Charge distribution, natural (NBO) scheme, values in e:
1. C 0.4890
2. C 0.6515
3. N -0.3490
4. N -0.0860
5. N -0.4493
6. N -0.6027
7. O -0.5119
8. H 0.4219
9. H 0.4365

ORCA calculation (ωB97M-V with the def2-TZVPD basis set) on a molecular structure, CF3NNaO4S3Zn.

```
14
CF3NNaO4S3Zn, DFT ωB97M-V with the def2-TZVPD basis set
Na 1.64 -1.64 0.72
N 0.18 0.11 0.99
S -1.14 0.41 0.37
O -1.14 0.46 -1.17
C -2.18 -1.13 0.62
F -2.38 -1.33 1.92
F -1.48 -2.17 0.14
F -3.35 -1.06 0.00
Zn 0.86 0.49 -1.23
S 3.78 0.32 -0.94
O 2.44 -0.67 -1.13
S 2.80 2.18 0.00
O 1.73 2.33 -1.23
O -1.75 1.69 0.93
```

Max |F|   0.083 Eh/bohr
Charge   -1
Gap between HOMO and LUMO   5.61 eV
Relative energy (zero: lowest compared OMol25 entry of this formula, charge and spin)   0.000 eV

Charge distribution, natural (NBO) scheme, values in e:
1. Na 0.9414
2. N -1.5048
3. S 2.0600
4. O -1.1206
5. C 0.7142
6. F -0.3280
7. F -0.3468
8. F -0.3247
9. Zn 1.6586
10. S 0.2085
11. O -1.2203
12. S 0.3487
13. O -1.1225
14. O -0.9637

ORCA calculation (ωB97M-V with the def2-TZVPD basis set) on a molecular structure, C26H26BBr2N10Re.

```
66
C26H26BBr2N10Re, DFT ωB97M-V with the def2-TZVPD basis set
Re -0.32 0.83 -0.19
C 2.71 2.06 1.09
C 2.42 0.60 1.06
C 3.24 -0.42 1.44
C 2.55 -1.62 1.20
N 1.36 -1.36 0.70
N 1.22 0.02 0.58
B 0.17 -2.20 0.22
N -0.04 -1.88 -1.29
C -0.10 -2.61 -2.39
C -0.51 -1.82 -3.47
C -0.68 -0.56 -2.98
C -1.15 0.65 -3.70
N -0.35 -0.57 -1.62
N -1.10 -1.71 0.99
C -1.98 -2.34 1.75
C -3.06 -1.49 2.02
C -2.79 -0.31 1.39
C -3.66 0.89 1.26
N -1.53 -0.41 0.79
N 0.34 -3.66 0.41
C -0.54 -4.66 0.07
C 0.03 -5.82 0.49
C 1.27 -5.48 1.09
C 2.31 -6.35 1.70
N 1.43 -4.17 1.04
H 3.32 2.28 1.96
H 1.81 2.67 1.15
H 3.28 2.35 0.21
H 4.23 -0.32 1.86
H 2.84 -2.66 1.37
H 0.15 -3.67 -2.36
H -0.67 -2.15 -4.49
H -1.95 0.37 -4.39
H -0.35 1.09 -4.31
H -1.55 1.43 -3.05
H -1.82 -3.37 2.05
H -3.95 -1.73 2.59
H -4.65 0.58 0.91
H -3.29 1.63 0.55
H -3.81 1.38 2.22
H -1.48 -4.44 -0.41
H -0.37 -6.82 0.39
H 2.92 -6.75 0.89
H 1.87 -7.20 2.21
H 2.97 -5.79 2.37
Br 1.91 5.87 -3.89
C 1.39 4.46 -2.87
C 1.82 3.16 -3.17
C 1.38 2.13 -2.39
N 0.54 2.31 -1.33
C 0.16 3.59 -1.00
C 0.55 4.67 -1.75
C -0.59 3.70 0.28
C -1.05 4.87 0.81
C -1.59 4.88 2.12
Br -2.21 6.42 2.84
C -1.59 3.68 2.85
C -1.15 2.53 2.26
N -0.68 2.51 0.97
H 2.48 2.97 -4.00
H 1.69 1.11 -2.59
H 0.26 5.67 -1.48
H -0.99 5.79 0.26
H -1.94 3.66 3.88
H -1.14 1.59 2.79
```

Max |F|   0.035 Eh/bohr
Charge   +4
Gap between HOMO and LUMO (spin up / spin down)   3.42 / 3.42 eV

Charge distribution, natural (NBO) scheme, values in e:
1. Re 1.6639
2. C -0.6775
3. C 0.2402
4. C -0.2579
5. C 0.2332
6. N -0.3304
7. N -0.2396
8. B 0.8972
9. N -0.3277
10. C 0.1862
11. C -0.2703
12. C 0.2451
13. C -0.6764
14. N -0.3258
15. N -0.3308
16. C 0.1913
17. C -0.2692
18. C 0.2461
19. C -0.6780
20. N -0.3229
21. N -0.4375
22. C -0.0799
23. C -0.2667
24. C 0.2139
25. C -0.6565
26. N -0.3361
27. H 0.2993
28. H 0.2166
29. H 0.2718
30. H 0.3022
31. H 0.3363
32. H 0.2914
33. H 0.2993
34. H 0.3016
35. H 0.2677
36. H 0.2148
37. H 0.2926
38. H 0.2994
39. H 0.3013
40. H 0.2109
41. H 0.2744
42. H 0.2279
43. H 0.2708
44. H 0.2569
45. H 0.2599
46. H 0.2424
47. Br 0.4061
48. C -0.0033
49. C -0.2436
50. C 0.1011
51. N -0.5762
52. C 0.1602
53. C -0.2154
54. C 0.2532
55. C -0.2336
56. C -0.0036
57. Br 0.4036
58. C -0.2521
59. C 0.1082
60. N -0.5974
61. H 0.2936
62. H 0.2400
63. H 0.2767
64. H 0.2758
65. H 0.2945
66. H 0.2408